Record 1
Density functional theory data (wB97M-V/def2-TZVPD) for a single C5H9N molecule.

```
15
Properties=species:S:1:pos:R:3:forces:R:3
C -0.4630 -0.3836 1.3997 0.03 -0.01 0.07
C -0.2172 0.4803 0.1604 -0.16 -0.20 -0.06
C 1.2449 0.9218 0.0505 -0.03 -0.09 -0.07
C -0.7600 -0.1926 -1.1033 -0.19 -0.06 0.06
C 0.6045 -1.6803 -1.7191 -0.70 -0.38 0.21
N -0.4733 -1.8507 -1.2182 1.49 1.36 -0.45
H -1.5160 -0.6815 1.4824 0.20 0.07 -0.04
H -0.1911 0.1641 2.3091 -0.04 -0.08 -0.16
H 0.1415 -1.2966 1.3565 -0.10 0.16 0.01
H -0.8400 1.3910 0.2504 0.14 -0.25 -0.09
H 1.9066 0.0512 -0.0268 -0.09 0.13 0.01
H 1.5387 1.4974 0.9369 -0.08 -0.13 -0.16
H 1.4125 1.5504 -0.8329 -0.05 -0.12 0.15
H -0.5789 0.4265 -2.0092 0.21 -0.93 0.42
H -1.8090 -0.3974 -1.0364 -0.62 0.55 0.10
```
Forces are in eV/Å.

Spin multiplicity ... 1
Net charge ... 0
Electronic energy ... -6818.64842 eV
Gap between HOMO and LUMO ... 12.08 eV



Record 2
Density functional theory data (wB97M-V/def2-TZVPD) for 3 unconnected molecules or ions with the total composition C5H9N.

```
15
Properties=species:S:1:pos:R:3:forces:R:3
C -0.4502 0.8711 1.2713 1.08 -0.26 0.25
C 1.7362 -0.9290 0.0879 -0.38 0.97 -1.96
C -0.5971 -0.3592 0.4513 -3.15 -0.11 -1.67
N -1.2812 -1.3649 0.4617 1.44 1.57 0.85
H -2.2833 -1.4312 0.3623 0.28 -0.44 -0.46
H 0.3528 1.4921 0.8870 0.10 -0.05 0.20
H -0.3180 0.5688 2.3134 0.23 0.12 -0.04
H -1.3710 1.4543 1.2194 -0.12 -0.35 -0.37
H 1.6277 -1.1835 1.1413 -0.61 -0.56 -0.30
H 1.9660 -1.7271 -0.6185 0.07 -0.71 0.69
H 2.6274 -0.2961 0.0938 -0.27 0.46 -0.32
C -0.4509 0.5229 -1.4564 -0.65 -0.10 0.74
C -0.9898 1.1291 -2.3633 0.15 -0.06 0.17
H -1.4203 1.6785 -3.1655 0.01 0.00 -0.10
H 0.8518 -0.4258 -0.6858 1.84 -0.48 2.33
```
Forces are in eV/Å.

Spin multiplicity ... 1
Net charge ... 0
Electronic energy ... -6813.80639 eV
Gap between HOMO and LUMO ... 8.84 eV



Record 3
Density functional theory data (wB97M-V/def2-TZVPD) for a single C5H9N molecule.

```
15
Properties=species:S:1:pos:R:3:forces:R:3
C -1.7530 0.1987 0.0295 0.17 -0.19 0.14
C 0.6851 0.7852 -0.6954 0.06 1.04 -1.15
N 0.5895 1.9470 -0.0355 -0.26 -0.16 0.09
C -0.4153 -0.1377 -0.5980 1.34 0.16 0.65
C 0.8174 -0.7254 0.3576 -1.32 -1.42 0.13
C 1.4410 -1.8794 0.0814 -0.03 0.54 0.13
H 1.3795 2.5688 -0.0241 -0.04 -0.08 0.02
H -0.2526 2.2986 0.4117 0.03 -0.05 -0.01
H -0.4603 -0.8607 -1.4059 0.03 0.09 0.01
H 0.7834 -0.3687 1.3812 0.08 0.12 -0.03
H -1.6329 0.6687 1.0082 0.00 -0.01 0.02
H -2.3518 -0.7010 0.1663 -0.06 0.04 0.01
H -2.3080 0.8934 -0.6060 0.03 -0.05 -0.02
H 1.9712 -2.4177 0.8531 0.14 0.06 0.05
H 1.5070 -2.2698 -0.9242 -0.19 -0.08 -0.05
```
Forces are in eV/Å.

Spin multiplicity ... 1
Net charge ... 0
Electronic energy ... -6817.32157 eV
Gap between HOMO and LUMO ... 8.16 eV



Record 4
Density functional theory data (wB97M-V/def2-TZVPD) for a molecular structure, C5H9N.

```
15
Properties=species:S:1:pos:R:3:forces:R:3
C -1.2640 -0.9597 0.0591 -0.07 -0.01 -0.02
C -0.0782 -0.0118 0.1458 -0.07 0.06 0.10
C 0.8791 -0.3159 1.2873 0.05 0.01 0.04
C 0.6181 0.3087 -1.2435 0.28 -0.30 -0.32
C -0.3228 1.3665 -0.1535 -0.27 0.49 0.19
N -0.5489 2.5457 -0.3836 0.04 -0.58 0.24
H -1.8565 -0.9383 0.9797 0.10 0.01 -0.11
H -1.9202 -0.7001 -0.7766 0.10 -0.02 0.10
H -0.8977 -1.9806 -0.0946 -0.03 0.15 0.02
H 0.3683 -0.2682 2.2548 0.05 -0.01 -0.14
H 1.7149 0.3894 1.3057 -0.12 -0.08 -0.02
H 1.2836 -1.3257 1.1576 -0.07 0.14 0.00
H 0.1588 1.8710 -1.2735 0.11 0.09 -0.23
H 0.1609 -0.2280 -2.0740 0.05 0.06 0.14
H 1.7046 0.2470 -1.1908 -0.16 -0.01 0.01
```
Forces are in eV/Å.

Spin multiplicity ... 1
Net charge ... 0
Electronic energy ... -6816.21442 eV
Gap between HOMO and LUMO ... 8.71 eV



Repeat the third record exactly.
Density functional theory data (wB97M-V/def2-TZVPD) for a single C5H9N molecule.

```
15
Properties=species:S:1:pos:R:3:forces:R:3
C -1.7530 0.1987 0.0295 0.17 -0.19 0.14
C 0.6851 0.7852 -0.6954 0.06 1.04 -1.15
N 0.5895 1.9470 -0.0355 -0.26 -0.16 0.09
C -0.4153 -0.1377 -0.5980 1.34 0.16 0.65
C 0.8174 -0.7254 0.3576 -1.32 -1.42 0.13
C 1.4410 -1.8794 0.0814 -0.03 0.54 0.13
H 1.3795 2.5688 -0.0241 -0.04 -0.08 0.02
H -0.2526 2.2986 0.4117 0.03 -0.05 -0.01
H -0.4603 -0.8607 -1.4059 0.03 0.09 0.01
H 0.7834 -0.3687 1.3812 0.08 0.12 -0.03
H -1.6329 0.6687 1.0082 0.00 -0.01 0.02
H -2.3518 -0.7010 0.1663 -0.06 0.04 0.01
H -2.3080 0.8934 -0.6060 0.03 -0.05 -0.02
H 1.9712 -2.4177 0.8531 0.14 0.06 0.05
H 1.5070 -2.2698 -0.9242 -0.19 -0.08 -0.05
```
Forces are in eV/Å.

Spin multiplicity ... 1
Net charge ... 0
Electronic energy ... -6817.32157 eV
Gap between HOMO and LUMO ... 8.16 eV



Question: Which formula does entry 4 have?
Answer: C5H9N



Question: spin multiplicity of number 3 (C5H9N)?
Answer: 1